Entry 1:
A structure of composition C18H14AsHgS, computed with ωB97M-V/def2-TZVPD.

Each line ends with the Löwdin charge.
Positions of all 35 atoms, in Å:
Hg  -1.785  -1.834  4.027  0.283
S  1.505  -0.646  3.350  0.581
C  2.282  -0.285  1.858  -0.750
C  3.589  0.206  1.846  -0.115
C  4.215  0.466  0.647  -0.076
C  3.539  0.260  -0.550  -0.057
C  2.238  -0.220  -0.544  -0.081
C  1.591  -0.493  0.650  -0.429
As  -0.212  -1.207  0.819  1.204
C  -1.190  0.432  1.225  -0.467
C  -2.580  0.339  1.270  -0.198
C  -3.354  1.452  1.546  -0.090
C  -2.744  2.670  1.811  -0.088
C  -1.364  2.771  1.760  -0.082
C  -0.591  1.660  1.466  -0.106
C  -0.595  -1.336  -1.106  -0.416
C  -1.351  -0.412  -1.812  -0.102
C  -1.552  -0.569  -3.173  -0.085
C  -0.990  -1.642  -3.840  -0.094
C  -0.215  -2.557  -3.148  -0.091
C  -0.024  -2.407  -1.786  -0.145
H  4.090  0.354  2.790  0.098
H  5.237  0.819  0.646  0.106
H  4.030  0.479  -1.487  0.108
H  1.726  -0.378  -1.485  0.099
H  -3.050  -0.620  1.054  0.093
H  -4.432  1.374  1.552  0.103
H  -3.344  3.532  2.065  0.102
H  -0.887  3.723  1.945  0.103
H  0.489  1.756  1.419  0.094
H  -1.776  0.441  -1.296  0.094
H  -2.150  0.149  -3.712  0.102
H  -1.168  -1.774  -4.897  0.100
H  0.234  -3.389  -3.671  0.101
H  0.591  -3.116  -1.237  0.101

For the orbital gap (spin up / spin down), the calculation gives 8.99 / 5.98 eV. Its spin multiplicity is 2. For the HOMO energy (spin up / spin down), the calculation gives -8.261 / -8.235 eV.

---

Entry 2:
A structure of composition C18H14AsMnO4S2, computed with ωB97M-V/def2-TZVPD.

Each line ends with the Löwdin charge.
Positions of all 40 atoms, in Å:
Mn  0.103  -0.263  0.095  0.218
O  0.704  1.444  1.123  -0.390
S  1.578  1.437  -0.110  0.288
O  2.540  2.492  -0.220  -0.305
O  2.144  0.026  -0.065  -0.418
O  0.564  1.318  -1.214  -0.396
S  -2.207  -0.163  0.071  0.647
C  -2.915  -1.765  0.150  -0.709
C  -4.310  -1.902  0.231  -0.135
C  -4.905  -3.148  0.291  -0.110
C  -4.137  -4.310  0.278  -0.116
C  -2.758  -4.200  0.205  -0.112
C  -2.156  -2.948  0.143  -0.422
As  -0.268  -2.647  0.022  1.305
C  0.459  -4.448  -0.027  -0.377
C  0.646  -5.204  1.126  -0.100
C  1.133  -6.501  1.039  -0.089
C  1.433  -7.050  -0.200  -0.101
C  1.251  -6.300  -1.353  -0.094
C  0.769  -5.001  -1.265  -0.114
C  0.135  -2.136  1.881  -0.408
C  -0.856  -2.015  2.855  -0.090
C  -0.518  -1.657  4.148  -0.076
C  0.810  -1.407  4.475  -0.083
C  1.799  -1.512  3.511  -0.068
C  1.463  -1.873  2.213  -0.116
H  -4.916  -1.004  0.243  0.092
H  -5.986  -3.218  0.348  0.094
H  -4.608  -5.283  0.326  0.089
H  -2.144  -5.094  0.198  0.092
H  0.414  -4.775  2.094  0.103
H  1.278  -7.084  1.940  0.099
H  1.814  -8.062  -0.267  0.096
H  1.491  -6.723  -2.320  0.098
H  0.639  -4.410  -2.164  0.100
H  -1.892  -2.187  2.591  0.100
H  -1.291  -1.553  4.898  0.100
H  1.070  -1.108  5.484  0.098
H  2.828  -1.286  3.755  0.106
H  2.231  -1.910  1.451  0.101

As for the total charge: -1. For the orbital gap (spin up / spin down), the calculation gives 7.13 / 7.44 eV. Its spin multiplicity is 2. For the HOMO energy (spin up / spin down), the calculation gives -4.540 / -4.848 eV.

---

Entry 3:
A structure of composition C18H14AuN9O4S2, computed with ωB97M-V/def2-TZVPD.

Each line ends with the Löwdin charge.
Positions of all 48 atoms, in Å:
Au  -0.729  -0.895  0.397  1.116
O  -2.085  -0.716  2.301  -0.048
C  -1.631  -0.316  3.399  -0.336
C  -2.213  -0.838  4.614  0.025
C  -1.592  -0.667  5.811  -0.058
C  -0.396  0.078  5.883  -0.025
C  0.129  0.694  4.754  -0.029
C  -0.480  0.570  3.520  -0.076
C  0.015  1.319  2.376  -0.356
N  -0.720  1.945  1.470  0.089
C  0.175  2.571  0.646  -0.141
C  1.455  2.311  1.052  -0.081
N  1.342  1.536  2.164  0.122
H  -3.107  -1.436  4.503  0.123
H  -2.000  -1.113  6.708  0.111
H  0.102  0.201  6.834  0.114
H  1.011  1.315  4.849  0.121
H  -0.144  3.161  -0.197  0.102
H  2.409  2.559  0.624  0.120
H  2.086  0.984  2.583  0.073
O  2.485  -0.109  -0.301  0.046
C  1.855  -0.382  -1.300  -0.506
N  0.509  -0.640  -1.349  -0.183
S  -0.059  -0.927  -2.862  0.604
O  -0.557  -2.269  -2.981  -0.309
O  -0.940  0.135  -3.281  -0.320
C  1.515  -0.760  -3.640  -0.220
C  1.838  -0.885  -4.976  -0.029
C  3.170  -0.701  -5.323  -0.065
C  4.128  -0.401  -4.357  -0.060
C  3.779  -0.277  -3.019  0.004
C  2.453  -0.462  -2.675  -0.131
H  1.087  -1.119  -5.719  0.123
H  3.469  -0.794  -6.359  0.107
H  5.159  -0.266  -4.657  0.106
H  4.508  -0.048  -2.253  0.123
S  2.860  -1.309  3.281  0.574
C  1.594  -1.574  2.308  -0.934
N  0.672  -1.779  1.614  -0.052
N  -4.638  -0.358  -3.207  0.148
N  -3.851  -0.007  -2.128  -0.276
N  -3.767  1.232  -1.697  0.158
C  -2.853  1.118  -0.749  -0.165
N  -2.420  -0.146  -0.659  -0.113
N  -3.084  -0.861  -1.538  0.105
H  -5.611  -0.254  -2.943  0.102
H  -4.424  -1.327  -3.416  0.107
H  -2.502  1.907  -0.106  0.094

For the orbital gap (spin up / spin down), the calculation gives 8.54 / 5.59 eV. For the energy above the lowest of the compared OMol25 structures with the same formula, charge and spin, the calculation gives 0.0000 eV. Its spin multiplicity is 3. For the HOMO energy (spin up / spin down), the calculation gives -8.053 / -8.283 eV.

---

Entry 4:
A cluster of 3 separate species, C18H14Br2N3O3P in total, computed with ωB97M-V/def2-TZVPD.

Each line ends with the Löwdin charge.
Positions of all 41 atoms, in Å:
O  -4.372  -2.336  -1.431  -0.014
C  -3.208  -1.728  -1.186  -0.232
N  -2.039  -2.420  -0.470  0.107
C  -0.845  -1.467  -0.482  -0.251
O  0.413  -1.758  -0.142  -0.019
C  -1.235  0.031  -1.023  -0.009
C  -0.397  1.438  -1.105  0.034
C  -1.214  2.734  -1.774  -0.362
P  -0.242  4.393  -1.864  0.549
O  1.035  4.224  -0.680  -0.444
Br  -1.491  6.161  -1.180  0.200
C  -2.768  2.521  -2.309  -0.528
Br  -3.792  4.036  -3.181  0.554
C  -3.600  1.080  -2.179  0.006
C  -2.787  -0.177  -1.511  -0.011
H  -2.185  -2.649  0.541  0.116
H  0.701  1.488  -0.704  0.105
H  0.685  4.613  0.190  0.071
H  -4.706  0.937  -2.544  0.111
N  7.071  3.827  -0.566  0.050
C  6.413  2.709  -0.944  -0.153
C  5.033  2.585  -0.925  -0.076
C  4.280  3.670  -0.489  -0.080
C  4.929  4.834  -0.092  -0.076
C  6.314  4.864  -0.149  -0.155
H  7.044  1.889  -1.273  0.100
H  4.556  1.664  -1.242  0.100
H  3.196  3.609  -0.459  0.068
H  4.371  5.697  0.254  0.099
H  6.867  5.751  0.147  0.100
N  -1.576  -4.398  2.343  0.045
C  -2.774  -4.251  2.951  -0.160
C  -3.641  -5.301  3.208  -0.075
C  -3.261  -6.580  2.816  -0.076
C  -2.035  -6.763  2.186  -0.072
C  -1.234  -5.652  1.975  -0.141
H  -3.026  -3.234  3.235  0.101
H  -4.590  -5.125  3.702  0.102
H  -3.915  -7.427  3.000  0.106
H  -1.710  -7.747  1.867  0.103
H  -0.266  -5.743  1.490  0.107

For the orbital gap, the calculation gives 7.29 eV. For the HOMO energy, the calculation gives -9.258 eV. As for the structure (SMILES): O=C1NC(=O)c2cc(P(O)Br)c(Br)cc21.c1ccncc1.c1ccncc1.

---

Entry 5:
A cluster of 2 separate species, C18H14BrCl2N2O6S in total, computed with ωB97M-V/def2-TZVPD.

Each line ends with the Löwdin charge.
Positions of all 44 atoms, in Å:
C  -3.111  -1.119  -0.747  -0.075
C  -2.122  -2.239  -0.657  -0.214
O  -0.785  -1.720  -0.378  0.007
C  0.081  -2.753  -0.458  -0.449
O  -0.283  -3.906  -0.647  0.086
N  1.412  -2.355  -0.318  0.101
C  2.488  -3.245  -0.569  -0.123
C  2.434  -4.603  -0.852  -0.002
C  3.643  -5.287  -1.026  -0.070
C  4.871  -4.601  -0.873  -0.120
C  4.889  -3.230  -0.549  -0.618
Br  6.503  -2.383  -0.096  0.806
C  3.689  -2.524  -0.465  -0.134
C  3.294  -1.122  -0.254  -0.082
N  4.047  -0.002  -0.692  -0.329
O  5.050  -0.164  -1.396  -0.006
O  3.633  1.129  -0.342  0.062
C  1.935  -1.085  -0.051  0.088
H  -4.111  -1.556  -0.719  0.075
H  -3.022  -0.406  0.074  0.074
H  -3.010  -0.579  -1.691  0.081
H  -2.370  -2.929  0.155  0.124
H  -2.103  -2.786  -1.603  0.126
H  1.472  -5.103  -0.919  0.101
H  3.619  -6.353  -1.258  0.102
H  5.811  -5.140  -0.990  0.094
H  1.362  -0.249  0.287  0.089
Cl  -5.403  6.169  3.066  0.660
C  -4.167  5.259  2.322  -0.713
C  -4.500  4.250  1.408  -0.107
C  -3.491  3.544  0.738  -0.061
C  -2.154  3.851  0.994  -0.253
S  -0.890  3.334  -0.242  0.543
C  -0.419  1.619  -0.213  -0.867
Cl  0.088  1.071  -1.711  0.539
O  -1.546  3.600  -1.503  -0.386
O  0.303  4.054  0.123  -0.377
C  -1.812  4.782  1.980  -0.057
C  -2.824  5.500  2.635  -0.106
H  -5.539  4.031  1.190  0.097
H  -3.751  2.773  0.010  0.116
H  0.116  1.246  0.637  -0.032
H  -0.766  4.968  2.231  0.111
H  -2.562  6.259  3.365  0.098

As for the total charge: -1. For the orbital gap, the calculation gives 4.68 eV. For the energy above the lowest of the compared OMol25 structures with the same formula, charge and spin, the calculation gives 0.7874 eV. For the HOMO energy, the calculation gives -2.915 eV.

---

Entry 6:
A structure of composition C18H14Cl3MoN6O10, computed with ωB97M-V/def2-TZVPD.

Each line ends with the Löwdin charge.
Positions of all 52 atoms, in Å:
Mo  -0.645  -0.846  0.382  1.892
O  -0.234  -3.311  2.873  0.199
C  -1.126  -2.872  2.014  -0.477
O  -1.667  -1.758  2.105  -0.041
C  -1.553  -3.834  0.903  -0.082
O  -1.327  -3.299  -0.388  -0.153
C  -0.184  -3.849  -1.025  -0.075
C  1.107  -3.163  -0.597  -0.541
O  2.202  -3.511  -0.932  0.155
O  0.919  -2.098  0.191  -0.237
H  -0.153  -2.683  3.616  0.166
H  -2.645  -3.909  1.040  0.160
H  -1.087  -4.813  1.053  0.152
H  -0.327  -3.716  -2.107  0.148
H  -0.113  -4.917  -0.797  0.148
Cl  -6.698  3.708  -0.551  0.720
C  -5.305  2.737  -0.236  -0.644
C  -5.450  1.354  -0.124  -0.104
C  -4.322  0.589  0.135  -0.570
Cl  -4.487  -1.122  0.231  0.763
C  -3.085  1.186  0.274  -0.426
O  -2.015  0.479  0.502  -0.310
C  -2.951  2.566  0.132  -0.564
Cl  -1.391  3.294  0.239  0.744
C  -4.061  3.361  -0.114  -0.103
H  -6.413  0.887  -0.242  0.112
H  -3.953  4.427  -0.217  0.112
O  0.227  -1.558  -3.249  0.146
C  0.414  -0.695  -2.442  -0.504
O  -0.523  -0.462  -1.501  -0.213
C  1.668  0.134  -2.358  -0.103
C  2.664  -0.137  -3.303  0.027
C  3.880  0.529  -3.270  -0.021
C  4.139  1.463  -2.281  0.030
C  3.140  1.704  -1.352  -0.122
C  1.899  1.087  -1.367  0.051
N  3.427  2.652  -0.261  -0.335
O  4.482  3.222  -0.271  0.124
O  2.566  2.798  0.592  0.022
H  2.466  -0.883  -4.056  0.131
H  4.638  0.310  -4.009  0.121
H  5.085  1.977  -2.216  0.129
H  1.149  1.384  -0.636  0.095
N  1.817  2.802  3.523  0.173
N  1.627  1.622  2.858  -0.285
N  2.573  0.715  2.784  0.170
C  1.965  -0.261  2.113  -0.147
N  0.705  0.079  1.819  -0.106
N  0.512  1.301  2.308  0.115
H  2.799  3.034  3.370  0.119
H  1.218  3.477  3.041  0.117
H  2.425  -1.182  1.804  0.123

As for the total charge: +1. For the orbital gap (spin up / spin down), the calculation gives 5.71 / 6.77 eV. For the energy above the lowest of the compared OMol25 structures with the same formula, charge and spin, the calculation gives 1.8845 eV. Its spin multiplicity is 3. For the HOMO energy (spin up / spin down), the calculation gives -11.318 / -11.470 eV.

---

Copy entry 4 word for word.
A cluster of 3 separate species, C18H14Br2N3O3P in total, computed with ωB97M-V/def2-TZVPD.

Each line ends with the Löwdin charge.
Positions of all 41 atoms, in Å:
O  -4.372  -2.336  -1.431  -0.014
C  -3.208  -1.728  -1.186  -0.232
N  -2.039  -2.420  -0.470  0.107
C  -0.845  -1.467  -0.482  -0.251
O  0.413  -1.758  -0.142  -0.019
C  -1.235  0.031  -1.023  -0.009
C  -0.397  1.438  -1.105  0.034
C  -1.214  2.734  -1.774  -0.362
P  -0.242  4.393  -1.864  0.549
O  1.035  4.224  -0.680  -0.444
Br  -1.491  6.161  -1.180  0.200
C  -2.768  2.521  -2.309  -0.528
Br  -3.792  4.036  -3.181  0.554
C  -3.600  1.080  -2.179  0.006
C  -2.787  -0.177  -1.511  -0.011
H  -2.185  -2.649  0.541  0.116
H  0.701  1.488  -0.704  0.105
H  0.685  4.613  0.190  0.071
H  -4.706  0.937  -2.544  0.111
N  7.071  3.827  -0.566  0.050
C  6.413  2.709  -0.944  -0.153
C  5.033  2.585  -0.925  -0.076
C  4.280  3.670  -0.489  -0.080
C  4.929  4.834  -0.092  -0.076
C  6.314  4.864  -0.149  -0.155
H  7.044  1.889  -1.273  0.100
H  4.556  1.664  -1.242  0.100
H  3.196  3.609  -0.459  0.068
H  4.371  5.697  0.254  0.099
H  6.867  5.751  0.147  0.100
N  -1.576  -4.398  2.343  0.045
C  -2.774  -4.251  2.951  -0.160
C  -3.641  -5.301  3.208  -0.075
C  -3.261  -6.580  2.816  -0.076
C  -2.035  -6.763  2.186  -0.072
C  -1.234  -5.652  1.975  -0.141
H  -3.026  -3.234  3.235  0.101
H  -4.590  -5.125  3.702  0.102
H  -3.915  -7.427  3.000  0.106
H  -1.710  -7.747  1.867  0.103
H  -0.266  -5.743  1.490  0.107

For the orbital gap, the calculation gives 7.29 eV. For the HOMO energy, the calculation gives -9.258 eV. As for the structure (SMILES): O=C1NC(=O)c2cc(P(O)Br)c(Br)cc21.c1ccncc1.c1ccncc1.